*A*
The following is a DFT calculation (ωB97M-V/def2-TZVPD) of a 3-piece molecular cluster, C5H13NO2 overall.

```
21
Properties=species:S:1:pos:R:3:mulliken_charge:R:1
C -0.88366 -0.89573 -3.98252 -0.7568
C -1.11960 0.23707 -3.33729 -0.4027
C -0.71559 0.54236 -1.95545 0.8856
C -0.23459 1.75542 -1.64651 -1.0916
N -0.80522 -0.51803 -1.06583 -0.2640
C -0.93077 -0.28667 0.35756 -0.8828
H -0.29536 -1.69260 -3.54850 0.3106
H -1.25668 -1.07976 -4.97680 0.2689
H -1.64728 1.02834 -3.85374 0.2964
H 0.34920 1.98003 -0.76959 0.2625
H -0.22225 2.53621 -2.39628 0.2644
H -1.38111 -1.27864 -1.40014 0.2663
H -0.33458 0.57637 0.64431 0.2784
H -1.96103 -0.17435 0.70461 0.2710
H -0.51690 -1.12125 0.91815 0.2933
O 5.15323 -2.39281 3.13189 -0.6385
H 5.48340 -1.64834 2.60334 0.3210
H 4.59521 -1.91189 3.75867 0.3175
O -1.35051 1.41114 5.28531 -0.6347
H -1.40268 1.03089 6.17064 0.3173
H -0.52322 1.90225 5.35817 0.3178
```

Its LUMO energy is 0.7 eV. The HOMO-LUMO gap is 8.49 eV.

=====

*B*
The following is a DFT calculation (ωB97M-V/def2-TZVPD) of a 2-piece molecular cluster, C5H13NO2 overall.

```
21
Properties=species:S:1:pos:R:3:mulliken_charge:R:1
C 1.54362 -1.01052 2.04730 -1.0516
C 0.47894 -0.04444 1.60251 0.6185
O 0.30591 1.04002 2.13320 -0.6282
N -0.15755 -0.36274 0.44506 -0.2122
C -1.24976 0.46854 -0.08743 0.4300
C -2.08584 -0.40349 -1.02688 -1.4177
C -0.70213 1.68628 -0.83780 -1.3122
H 2.39149 -0.87798 1.37042 0.2465
H 1.87440 -0.77117 3.05562 0.3244
H 1.27284 -2.06519 1.97626 0.3455
H -0.05565 -1.29178 0.06556 0.2643
H -1.85784 0.77271 0.76592 0.4029
H -3.12637 -0.29884 -0.74614 0.3092
H -2.01816 -0.13309 -2.08050 0.3588
H -1.78483 -1.45014 -1.02021 0.3790
H -0.41653 2.51036 -0.18637 0.3139
H -1.40795 1.95167 -1.61529 0.4678
H 0.13058 1.36473 -1.47783 0.2142
O 2.39522 -0.72753 -1.46280 -0.6746
H 2.97585 0.04004 -1.40048 0.3286
H 1.49376 -0.39744 -1.52014 0.2929
```

Its LUMO energy is 0.7 eV. The HOMO-LUMO gap is 10.39 eV.

=====

*C*
The following is a DFT calculation (ωB97M-V/def2-TZVPD) of a 3-piece molecular cluster, C5H13NO2 overall.

```
21
Properties=species:S:1:pos:R:3:mulliken_charge:R:1
C -0.32154 0.31430 -1.01571 -0.1068
C 1.55613 1.14804 0.35669 -0.2881
C -0.15703 -0.62409 -0.05975 -0.0027
C -2.18881 -1.35105 -1.26317 -1.1401
C -0.75214 -0.54477 1.30233 -1.4002
N 2.40120 0.36086 1.19097 -0.5122
O 0.27195 0.21048 -2.21685 -0.4636
O 0.95424 2.18364 1.06834 -0.5382
H -0.00658 0.93375 -2.78789 0.3986
H 0.75205 1.83494 1.94704 0.3788
H -0.92531 1.19368 -0.82229 0.3348
H 1.97161 1.56274 -0.56436 0.4015
H 0.47151 -1.47203 -0.30172 0.3655
H 3.25492 0.84191 1.48111 0.2133
H 2.65110 -0.52149 0.76482 0.2015
H 0.04455 -0.53284 2.05109 0.4054
H -2.22716 -1.17827 -2.33457 0.3784
H -3.00788 -0.90472 -0.70551 0.3148
H -1.99605 -2.38816 -1.00181 0.3369
H -1.36589 0.34900 1.41942 0.3207
H -1.38087 -1.41592 1.49181 0.4020
```

Its LUMO energy (spin up / spin down) is 0.7 / 0.7 eV. The HOMO-LUMO gap (spin up / spin down) is 7.23 / 6.91 eV.

=====

*D*
The following is a DFT calculation (ωB97M-V/def2-TZVPD) of C5H13NO2 as an isolated structure.

```
21
Properties=species:S:1:pos:R:3:mulliken_charge:R:1
C -0.25929 -0.10679 0.83566 1.0192
C 0.10741 1.20560 0.21106 -0.5340
C 0.61292 -2.36728 -0.06254 -0.8908
C -1.01721 2.17131 -0.10053 -1.4588
C 0.84597 0.42051 -1.51785 -1.0010
N -0.12966 -1.13471 -0.21395 -0.3364
O -1.58718 -0.24305 1.30820 -0.5647
O 0.56448 -0.41629 1.93188 -0.5909
H -1.62429 -1.11350 1.72974 0.3758
H 0.89582 0.43002 2.26067 0.3442
H -0.90640 -1.13243 -0.86356 0.2661
H 0.87881 1.73226 0.78092 0.4483
H -0.04444 -3.19348 0.23245 0.2718
H 1.40419 -2.29941 0.68296 0.2845
H 1.08916 -2.61257 -1.01506 0.3007
H -0.61939 3.09593 -0.52952 0.4065
H -1.60356 2.44307 0.78820 0.3176
H -1.71145 1.76773 -0.84896 0.3179
H 0.99377 -0.49151 -2.09632 0.3319
H 1.85605 0.78162 -1.35222 0.3287
H 0.25430 1.06297 -2.16124 0.3634
```

Its LUMO energy is 0.8 eV. The HOMO-LUMO gap is 8.16 eV.

=====

In terms of stability, *B* leads; the second structure lies 47.8 kcal/mol higher.

=====

*A*
The following is a DFT calculation (ωB97M-V/def2-TZVPD) of a 2-piece molecular cluster, C5H13NO2 overall.

```
21
Properties=species:S:1:pos:R:3:mulliken_charge:R:1
C 2.37114 -0.23981 -0.42386 -1.5445
C 1.39920 -0.59385 0.70293 0.7136
C 1.36970 -2.08856 1.01631 -1.5751
C -0.00169 -0.13770 0.31813 -1.0886
N -0.22518 1.29658 0.59604 -0.1094
C -0.58711 2.13193 -0.40702 0.0025
O -0.94807 1.74107 -1.50701 -0.5450
H 2.35770 0.83720 -0.56316 0.3446
H 3.38940 -0.49143 -0.10708 0.4332
H 2.14812 -0.81807 -1.30673 0.3711
H 1.78852 -0.09660 1.59018 0.2256
H 0.68280 -2.65419 0.40944 0.3551
H 1.09476 -2.29560 2.04095 0.3601
H 2.33970 -2.52764 0.80586 0.3915
H -0.80162 -0.66315 0.84420 0.4700
H -0.23741 -0.34609 -0.71633 0.4645
H 0.35486 1.62201 1.36101 0.2829
H -0.60742 3.20013 -0.19826 0.3980
O -3.20542 -1.38890 -0.36661 -0.6450
H -2.43417 -0.82094 -0.49845 0.3842
H -3.53140 -1.38764 -1.27623 0.3107
```

Its LUMO energy is 0.8 eV. The HOMO-LUMO gap is 10.80 eV.

=====

*B*
The following is a DFT calculation (ωB97M-V/def2-TZVPD) of a 2-piece molecular cluster, C5H13NO2 overall.

```
21
Properties=species:S:1:pos:R:3:mulliken_charge:R:1
C -1.75501 0.25222 -1.33848 -0.9807
C -0.67980 1.24415 -0.84208 -0.6154
N 0.07923 0.74666 0.30861 0.1837
C 0.01323 1.58029 1.49894 -1.0167
C 1.22761 0.02527 0.19860 0.6270
C 1.39717 -0.86946 -1.02084 -1.0080
O 2.07912 0.02432 1.06305 -0.6402
H -2.71912 0.43816 -0.87941 0.2989
H -1.95266 0.42634 -2.40407 0.3188
H -1.35286 -0.75424 -1.30412 0.2428
H -1.26898 2.08860 -0.57368 0.4216
H 0.05716 1.47536 -1.60962 0.3791
H -0.91207 2.13546 1.57125 0.3539
H 0.90045 2.21467 1.64991 0.3345
H 0.19470 0.98302 2.39069 0.3302
H 2.38024 -1.30350 -0.88532 0.3235
H 0.72089 -1.71921 -0.98102 0.1606
H 1.33526 -0.36538 -1.98063 0.3091
O -1.74345 -2.55606 0.40631 -0.6472
H -1.82820 -1.73948 0.91759 0.3219
H -0.84110 -2.59215 0.08722 0.3024
```

Its LUMO energy is 0.7 eV. The HOMO-LUMO gap is 10.12 eV.

=====

In terms of stability, *A* leads; the second structure lies 8.4 kcal/mol higher.